1.
C34H21FeI3N4O6 | ωB97M-V/def2-TZVPD

As for the LUMO energy (alpha / beta): 1.84 / 1.00 eV. Its expectation value of S² is 0.793.

ORCA input file:
```
! wB97M-V def2-TZVPD RIJCOSX def2/J DEFGRID3
* xyz -1 2
Fe 0.644 -0.214 -0.526
O -2.344 -5.097 3.376
C -1.711 -4.139 3.859
O -1.347 -3.894 5.024
C -1.302 -3.060 2.822
C -1.333 -3.330 1.466
C -0.912 -2.361 0.572
N -0.524 -1.131 0.964
C -0.588 -0.832 2.268
C -0.925 -1.790 3.216
C -0.365 0.584 2.687
C 0.042 0.887 3.985
C 0.206 2.213 4.344
C -0.056 3.199 3.407
C -0.470 2.801 2.146
N -0.625 1.533 1.788
C -0.894 -2.590 -0.893
C -1.387 -3.738 -1.499
C -1.368 -3.826 -2.881
C -0.844 -2.778 -3.619
C -0.328 -1.687 -2.944
N -0.363 -1.596 -1.614
H -1.688 -4.304 1.159
H -0.943 -1.576 4.275
H 0.253 0.098 4.693
H 0.540 2.471 5.341
H 0.062 4.249 3.641
H -0.679 3.542 1.379
H -1.781 -4.543 -0.897
H -1.750 -4.711 -3.373
H -0.783 -2.813 -4.698
H 0.177 -0.877 -3.457
I 4.042 3.034 1.597
C 2.488 3.313 0.241
C 2.274 4.571 -0.336
C 1.214 4.802 -1.174
I 0.968 6.719 -1.975
C 0.302 3.759 -1.477
C -0.853 3.874 -2.286
C -1.667 2.794 -2.470
C -1.329 1.564 -1.878
N -0.257 1.424 -1.143
C 0.549 2.493 -0.915
C 1.657 2.226 -0.027
O 1.750 1.069 0.509
H 2.957 5.375 -0.098
H -1.084 4.823 -2.750
H -2.558 2.865 -3.078
H -1.940 0.680 -2.019
C 3.984 -2.792 0.991
C 3.259 -1.705 0.257
O 2.046 -1.670 0.273
H 4.708 -3.269 0.326
H 3.269 -3.516 1.372
H 4.553 -2.356 1.815
I 8.442 -1.221 0.045
C 6.493 -1.219 -0.727
C 6.271 -1.845 -1.981
C 5.014 -1.694 -2.596
C 3.983 -1.060 -1.973
C 4.090 -0.670 -0.530
C 5.504 -0.610 -0.043
C 2.707 -0.735 -2.726
O 2.571 -1.193 -3.859
O 1.894 0.029 -2.117
H 7.081 -2.346 -2.490
H 4.852 -2.030 -3.612
H 3.564 0.272 -0.352
H 5.697 -0.100 0.892
*
```

Atom charges from the Löwdin analysis, given in e for atoms 1 to 8:
1. Fe 0.5702
2. O -0.0459
3. C -0.6926
4. O -0.0423
5. C -0.0801
6. C 0.0569
7. C -0.1757
8. N 0.1093

***

2.
C34H23BBr2F2KN5O2 | ωB97M-V/def2-TZVPD

As for the LUMO energy (alpha / beta): 3.80 / 3.79 eV.

ORCA input file:
```
! wB97M-V def2-TZVPD RIJCOSX def2/J DEFGRID3
* xyz -2 1
K 0.130 -0.467 -0.544
O 2.641 -3.372 -2.221
C 1.699 -2.594 -2.368
N 1.698 -1.261 -2.433
C 2.717 -0.525 -2.895
O 3.533 -0.812 -3.772
C 2.843 0.866 -2.264
C 4.094 1.475 -2.306
C 4.256 2.709 -1.703
C 3.166 3.303 -1.088
C 1.956 2.625 -1.098
N 1.791 1.432 -1.669
C 0.293 -3.227 -2.417
C 0.190 -4.604 -2.230
C -1.044 -5.209 -2.369
C -2.139 -4.425 -2.702
C -1.946 -3.061 -2.841
N -0.766 -2.463 -2.691
H 4.897 0.959 -2.812
H 5.223 3.201 -1.707
H 3.235 4.264 -0.594
H 1.089 3.053 -0.617
H 1.092 -5.147 -1.986
H -1.156 -6.276 -2.218
H -3.127 -4.850 -2.823
H -2.785 -2.408 -3.066
Br -1.792 1.925 -2.884
C -1.463 3.466 -1.807
C -1.088 4.627 -2.480
C -0.587 5.692 -1.739
C -0.401 5.564 -0.375
C -0.773 4.384 0.311
C -0.408 4.149 1.658
C -0.665 2.906 2.258
C -1.444 1.969 1.618
C -1.973 2.203 0.311
C -1.444 3.341 -0.414
H -1.152 4.670 -3.558
H -0.294 6.605 -2.247
H 0.074 6.359 0.191
H 0.164 4.911 2.177
H -0.270 2.686 3.244
H -1.699 1.046 2.128
Br -5.166 -5.820 1.546
C -3.741 -4.547 1.620
C -2.917 -4.502 2.728
C -1.875 -3.589 2.773
C -1.627 -2.693 1.707
C -2.498 -2.779 0.596
C -3.531 -3.688 0.548
N -0.595 -1.797 1.653
C 0.001 -1.431 2.786
C 1.165 -0.621 2.828
C 1.707 -0.223 4.081
C 2.839 0.546 4.129
C 3.455 0.933 2.930
C 2.862 0.516 1.748
N 1.765 -0.225 1.667
H -3.075 -5.188 3.551
H -1.212 -3.599 3.627
H -2.339 -2.105 -0.238
H -4.180 -3.730 -0.318
H -0.422 -1.695 3.758
H 1.207 -0.536 4.991
H 3.246 0.850 5.087
H 4.347 1.545 2.908
H 3.299 0.808 0.795
F -4.117 1.942 -1.011
B -3.246 1.502 -0.071
F -3.716 0.436 0.620
*
```

Atom charges from the Löwdin analysis, given in e for atoms 1 to 8:
1. K 0.6741
2. O 0.0196
3. C -0.4861
4. N 0.0492
5. C -0.4679
6. O 0.0175
7. C -0.1921
8. C -0.0216

***

E_tot across the listed records, respectively: -4135.6928, -7706.4999 Ha.